[1]
DFT (ωB97M-V/def2-TZVPD) results for a molecular structure, C30H25OPSSe3TeZn in a non-equilibrium geometry.

As for the energy above the lowest of the compared OMol25 structures with the same formula, charge and spin: 202.5 kJ/mol. As for the total charge: 0. For the frontier orbital gap, the calculation gives 6.33 eV. As for the LUMO energy: -0.02 eV. The molecular weight comes out at 894.44 g/mol. The calculation puts the highest occupied orbital energy at -6.4 eV.

Last column: natural (NBO) charge in e.
Atoms and positions in Å:
Zn (0.73, -1.38, 1.54)  1.44
Se (2.37, -2.12, -0.17)  -0.59
Se (3.65, -3.44, 1.23)  -0.17
Te (3.27, -2.80, 3.77)  0.18
Se (1.24, -1.27, 3.90)  -0.79
C (0.51, 4.49, 2.51)  -0.21
C (0.34, 3.23, 3.14)  -0.20
C (0.73, 2.04, 2.55)  -0.20
C (1.46, 2.12, 1.38)  -0.40
C (1.79, 3.33, 0.80)  -0.19
C (1.30, 4.53, 1.36)  -0.20
P (1.86, 0.57, 0.59)  0.77
C (3.65, 0.66, 0.65)  -0.38
C (4.29, 0.17, 1.78)  -0.14
C (5.67, 0.39, 1.91)  -0.21
C (6.35, 1.24, 1.00)  -0.20
C (5.63, 1.83, -0.05)  -0.21
C (4.27, 1.56, -0.19)  -0.22
C (1.33, 0.84, -1.10)  -0.38
C (0.05, 1.45, -1.34)  -0.21
C (-0.42, 1.68, -2.60)  -0.21
C (0.33, 1.24, -3.71)  -0.20
C (1.55, 0.63, -3.51)  -0.22
C (2.06, 0.43, -2.23)  -0.20
H (-0.01, 5.34, 2.92)  0.22
H (-0.18, 3.11, 4.10)  0.21
H (0.54, 1.08, 3.06)  0.23
H (2.28, 3.35, -0.18)  0.22
H (1.61, 5.52, 1.07)  0.21
H (3.88, -0.55, 2.46)  0.22
H (6.27, -0.07, 2.68)  0.22
H (7.43, 1.37, 1.07)  0.21
H (6.14, 2.47, -0.74)  0.21
H (3.66, 2.15, -0.92)  0.21
H (-0.60, 1.75, -0.56)  0.22
H (-1.38, 2.17, -2.70)  0.22
H (0.04, 1.46, -4.70)  0.21
H (2.09, 0.21, -4.36)  0.22
H (3.04, -0.10, -2.05)  0.25
O (-1.30, -1.72, 0.99)  -1.05
S (-1.82, -1.68, -0.49)  1.29
C (-2.81, -3.17, -0.70)  -0.25
C (-3.02, -4.05, 0.30)  -0.20
C (-3.40, -5.34, -0.01)  -0.19
C (-3.67, -5.73, -1.29)  -0.19
C (-3.45, -4.82, -2.34)  -0.20
C (-2.93, -3.55, -2.00)  -0.20
C (-3.19, -0.55, -0.38)  -0.26
C (-3.68, 0.03, -1.51)  -0.22
C (-4.91, 0.73, -1.45)  -0.19
C (-5.53, 0.98, -0.27)  -0.21
C (-4.97, 0.44, 0.87)  -0.20
C (-3.73, -0.19, 0.86)  -0.19
H (-2.86, -3.70, 1.35)  0.25
H (-3.44, -6.08, 0.80)  0.22
H (-4.08, -6.74, -1.46)  0.23
H (-3.77, -4.99, -3.34)  0.22
H (-2.57, -2.91, -2.85)  0.23
H (-3.21, -0.19, -2.48)  0.23
H (-5.41, 0.98, -2.39)  0.22
H (-6.42, 1.57, -0.24)  0.23
H (-5.45, 0.46, 1.87)  0.23
H (-3.19, -0.45, 1.79)  0.25

[2]
DFT (ωB97M-V/def2-TZVPD) results for a molecular structure, C22H23GaNO16 in a non-equilibrium geometry.

As for the energy above the lowest of the compared OMol25 structures with the same formula, charge and spin: 0.0 kJ/mol. As for the total charge: -1. For the frontier orbital gap, the calculation gives 5.66 eV. As for the LUMO energy: 0.37 eV. The molecular weight comes out at 627.14 g/mol. The calculation puts the highest occupied orbital energy at -5.3 eV.

Last column: natural (NBO) charge in e.
Atoms and positions in Å:
C (4.17, 3.27, -0.11)  -0.63
C (4.58, 1.90, -0.68)  0.09
O (5.59, 2.11, -1.68)  -0.75
C (3.37, 1.14, -1.24)  -0.07
O (2.42, 1.00, -0.22)  -0.91
Ga (0.89, 0.06, -0.85)  1.08
C (-0.63, 1.38, -1.34)  -0.58
O (-0.94, 2.23, -0.20)  -0.38
N (-1.71, 3.33, -0.51)  0.35
O (-2.65, 3.09, -1.19)  -0.33
H (4.52, 3.32, 0.92)  0.20
H (3.08, 3.38, -0.16)  0.23
H (4.65, 4.03, -0.73)  0.21
H (5.02, 1.27, 0.11)  0.14
H (5.56, 1.39, -2.32)  0.46
H (2.96, 1.76, -2.06)  0.14
H (3.71, 0.16, -1.62)  0.14
H (0.35, -0.99, 0.24)  -0.36
H (1.26, -0.74, -2.20)  -0.37
H (-1.48, 0.74, -1.61)  0.18
H (-0.37, 2.00, -2.20)  0.17
C (-0.56, 0.52, 3.45)  -0.40
C (-0.97, 1.79, 3.27)  0.33
C (-1.23, 2.70, 4.44)  0.49
O (-1.59, 3.85, 4.21)  -0.54
C (-1.06, 2.17, 5.78)  -0.42
C (-0.65, 0.91, 5.95)  0.38
C (-0.36, 0.01, 4.79)  0.46
O (0.02, -1.13, 5.02)  -0.57
O (-0.47, 0.36, 7.16)  -0.66
O (-1.16, 2.28, 2.06)  -0.59
H (-0.36, -0.15, 2.62)  0.27
H (-1.26, 2.83, 6.61)  0.23
H (-0.17, -0.55, 6.98)  0.50
H (-1.45, 3.21, 2.19)  0.50
C (-3.91, -5.72, 2.71)  -0.43
C (-3.54, -4.88, 1.74)  0.40
C (-2.55, -3.77, 1.98)  0.45
O (-2.25, -3.06, 1.05)  -0.50
C (-2.00, -3.62, 3.33)  -0.37
C (-2.37, -4.47, 4.30)  0.30
C (-3.35, -5.59, 4.04)  0.48
O (-3.63, -6.33, 4.97)  -0.56
O (-1.91, -4.38, 5.55)  -0.63
O (-4.02, -4.95, 0.50)  -0.65
H (-4.62, -6.52, 2.54)  0.24
H (-1.30, -2.82, 3.50)  0.27
H (-2.34, -5.11, 6.04)  0.50
H (-3.58, -4.22, 0.01)  0.51
C (0.19, -0.33, -7.07)  -0.40
C (1.06, -0.56, -6.07)  0.34
C (1.51, 0.54, -5.15)  0.46
O (2.29, 0.25, -4.27)  -0.49
C (1.00, 1.88, -5.38)  -0.37
C (0.13, 2.10, -6.38)  0.30
C (-0.34, 1.00, -7.28)  0.48
O (-1.15, 1.28, -8.15)  -0.56
O (-0.37, 3.31, -6.64)  -0.64
O (1.58, -1.76, -5.83)  -0.63
H (-0.15, -1.12, -7.73)  0.24
H (1.34, 2.67, -4.72)  0.25
H (-0.97, 3.19, -7.40)  0.50
H (2.16, -1.64, -5.05)  0.52

[3]
DFT (ωB97M-V/def2-TZVPD) results for a molecular structure, C20H15BrIN4O4PtS.

As for the energy above the lowest of the compared OMol25 structures with the same formula, charge and spin: 0.0 kJ/mol. As for the total charge: +1. For the frontier orbital gap, the calculation gives 7.12 eV. As for the LUMO energy: -3.98 eV. The molecular weight comes out at 809.32 g/mol. The calculation puts the highest occupied orbital energy at -11.1 eV.

Last column: natural (NBO) charge in e.
Atoms and positions in Å:
Pt (0.10, -0.88, 0.04)  1.41
N (4.10, -1.83, -0.64)  -0.77
C (2.91, -1.60, -0.07)  0.29
S (1.53, -2.53, -0.67)  0.05
N (2.80, -0.76, 0.91)  -0.39
N (1.51, -0.79, 1.41)  -0.26
C (1.29, -0.79, 2.68)  0.19
C (0.09, -1.29, 3.27)  -0.30
C (-0.02, -1.24, 4.68)  -0.12
C (-0.95, -1.99, 5.34)  -0.26
C (-1.74, -2.89, 4.61)  -0.12
C (-1.66, -2.96, 3.24)  -0.31
C (-0.78, -2.12, 2.53)  0.49
O (-0.85, -2.17, 1.21)  -0.66
H (4.18, -2.41, -1.45)  0.42
H (4.93, -1.43, -0.24)  0.42
H (2.15, -0.57, 3.30)  0.23
H (0.66, -0.60, 5.23)  0.22
H (-1.03, -1.94, 6.42)  0.23
H (-2.44, -3.53, 5.13)  0.23
H (-2.28, -3.64, 2.67)  0.24
O (-2.04, 4.69, 2.15)  -0.62
C (-1.69, 3.52, 1.63)  0.39
C (-0.71, 3.35, 0.65)  -0.32
C (-0.42, 2.08, 0.23)  0.07
N (-1.03, 0.96, 0.68)  -0.57
C (-2.04, 1.16, 1.54)  0.17
Br (-3.23, -0.24, 1.93)  0.16
C (-2.37, 2.39, 2.06)  -0.32
H (-1.53, 5.42, 1.76)  0.50
H (-0.16, 4.19, 0.24)  0.24
H (0.39, 1.94, -0.47)  0.24
H (-3.19, 2.48, 2.76)  0.26
I (0.57, 1.37, -8.41)  0.21
C (0.40, 0.87, -6.40)  -0.12
C (-0.63, 0.04, -5.99)  -0.25
C (-0.75, -0.29, -4.65)  -0.12
C (0.17, 0.21, -3.74)  -0.23
C (1.21, 1.04, -4.16)  -0.13
C (1.32, 1.37, -5.49)  -0.25
C (0.05, -0.15, -2.33)  0.80
O (0.95, 0.20, -1.47)  -0.66
O (-0.93, -0.79, -1.85)  -0.63
H (-1.34, -0.35, -6.71)  0.24
H (-1.55, -0.94, -4.31)  0.24
H (1.93, 1.41, -3.44)  0.23
H (2.12, 2.02, -5.83)  0.24

[4]
DFT (ωB97M-V/def2-TZVPD) results for 2 unconnected molecules or ions with the total composition C3H9N2 in a non-equilibrium geometry.

As for the energy above the lowest of the compared OMol25 structures with the same formula, charge and spin: 394.7 kJ/mol. As for the total charge: +1. For the frontier orbital gap, the calculation gives 10.47 eV. As for the LUMO energy: -3.92 eV. The molecular weight comes out at 73.12 g/mol. The calculation puts the highest occupied orbital energy at -14.4 eV.

Last column: natural (NBO) charge in e.
Atoms and positions in Å:
C (1.04, -2.34, -0.80)  0.05
N (1.72, -1.24, -0.48)  -0.70
H (1.73, -3.20, -0.87)  0.18
H (0.03, -2.54, -1.16)  0.22
H (0.71, -0.05, 0.17)  0.47
H (2.61, -1.22, -0.83)  0.39
C (-2.12, 1.53, 0.19)  -0.41
C (-1.15, 1.05, 0.94)  -0.08
N (0.26, 1.04, 0.31)  -0.81
H (-2.15, 2.17, -0.84)  0.26
H (-3.18, 1.49, 0.60)  0.26
H (-1.22, 0.79, 2.05)  0.26
H (0.00, 1.17, -0.72)  0.47
H (1.00, 1.33, 0.91)  0.46